1.
Density functional theory data (ωB97M-V/def2-TZVPD) for a 9-piece molecular cluster, C96H224BrN4O4P4 overall in a non-equilibrium geometry.

ORCA input file:
```
! wB97M-V def2-TZVPD RIJCOSX def2/J DEFGRID3
* xyz 7 1
C 1.96783 3.56608 -3.17866
C 1.76494 4.54812 -4.35483
N 2.33862 5.93936 -4.12449
C 1.69197 6.68686 -3.02797
C 3.83699 5.82779 -3.82691
C 4.69728 5.18747 -4.81596
C 2.20933 6.63562 -5.43229
C 0.81548 6.72076 -6.02248
O -0.01979 7.26640 -5.08555
C -1.35543 7.61366 -5.56344
H 1.40012 2.62167 -3.32660
H 1.61166 3.94521 -2.21646
H 3.03708 3.23141 -3.04184
H 0.68492 4.76630 -4.42458
H 2.13112 4.09258 -5.28181
H 1.95760 7.75669 -3.06097
H 1.97248 6.26982 -2.04405
H 0.64036 6.65777 -3.16910
H 3.86305 5.31879 -2.86065
H 4.08484 6.87362 -3.71824
H 5.69107 5.36392 -4.35429
H 4.74305 5.61629 -5.80081
H 4.50475 4.10117 -4.86884
H 2.90807 6.19054 -6.15219
H 2.51445 7.64134 -5.16548
H 0.44682 5.73040 -6.37739
H 0.93976 7.37475 -6.89229
H -1.20425 7.95782 -6.59377
H -1.67401 8.35712 -4.87154
H -2.04914 6.74987 -5.63511
C -11.38420 -9.43482 1.61480
C -9.94760 -9.50984 2.05564
N -8.92889 -9.69346 0.96609
C -7.55929 -9.62229 1.58531
C -9.21633 -11.09439 0.38607
C -8.20352 -11.71121 -0.52279
C -9.02736 -8.68601 -0.15135
C -8.99573 -7.21106 0.10596
O -7.71610 -6.71920 0.49190
C -7.87739 -5.26064 0.64314
H -11.82584 -10.37448 1.35587
H -11.57789 -8.76302 0.76752
H -12.02356 -9.10177 2.44757
H -9.78110 -10.34977 2.72692
H -9.74338 -8.53261 2.54515
H -6.78715 -10.06719 0.94982
H -7.54831 -10.22683 2.48902
H -7.19815 -8.60710 1.80827
H -10.13045 -10.98450 -0.15028
H -9.34158 -11.68208 1.30654
H -8.63047 -12.55709 -1.06154
H -7.36802 -12.09223 0.02952
H -7.86963 -11.00159 -1.29098
H -9.88495 -8.92965 -0.78273
H -8.14283 -8.89349 -0.74005
H -9.72621 -6.94367 0.87163
H -9.29575 -6.71814 -0.80971
H -7.82822 -4.70172 -0.27641
H -7.11880 -4.89238 1.35237
H -8.81070 -5.04116 1.18643
C 10.40696 3.93558 11.50518
C 9.79330 2.55150 11.21245
N 8.38071 2.51742 10.61309
C 7.96723 1.04795 10.32418
C 7.39940 3.25866 11.43712
C 7.06619 2.73354 12.88484
C 8.43533 3.20133 9.26774
C 7.58215 2.52899 8.21807
O 6.19552 2.52458 8.48582
C 5.32521 2.40347 7.33275
H 10.64882 4.59816 10.66985
H 11.23660 3.66762 12.16077
H 9.69712 4.51460 12.11268
H 9.66449 1.99356 12.12266
H 10.44827 1.94068 10.56148
H 7.00492 0.98408 9.85246
H 7.91881 0.43973 11.26108
H 8.80702 0.72617 9.68639
H 6.48693 3.11393 10.86499
H 7.70602 4.27583 11.49485
H 7.79639 3.11863 13.59933
H 7.08652 1.68321 13.05266
H 6.11592 3.12741 13.19175
H 9.52007 3.05052 8.94982
H 8.21933 4.25695 9.37058
H 7.92420 1.51621 8.03700
H 7.78531 3.06358 7.25283
H 5.53068 1.44927 6.90103
H 5.57612 3.22355 6.70977
H 4.29357 2.57922 7.57487
C 2.64615 -4.79529 0.92899
C 3.99415 -4.45367 0.28849
N 5.01886 -3.97950 1.28313
C 4.48111 -3.03863 2.28098
C 5.74156 -5.14114 2.04141
C 6.55567 -4.62360 3.16152
C 6.08698 -3.27683 0.47401
C 5.72187 -1.87795 0.00324
O 5.95541 -0.93493 1.04651
C 5.16503 0.22682 0.71993
H 2.75157 -5.50186 1.75595
H 2.00291 -5.17483 0.12120
H 2.16221 -3.88849 1.36921
H 3.87353 -3.69331 -0.51667
H 4.52070 -5.31699 -0.13954
H 3.82532 -2.26998 1.89720
H 5.22162 -2.69559 3.04109
H 3.77613 -3.62999 2.89966
H 6.37869 -5.54995 1.18807
H 4.95513 -5.84686 2.32806
H 7.20666 -5.40953 3.53233
H 5.94395 -4.44222 4.03601
H 7.18310 -3.76812 3.03418
H 6.43902 -4.01290 -0.25222
H 6.92682 -3.12106 1.13127
H 4.65706 -1.86514 -0.32530
H 6.33583 -1.69573 -0.89410
H 5.30026 0.47336 -0.35467
H 5.60930 1.03422 1.31369
H 4.12083 0.06867 1.04926
C -9.19230 4.52460 -0.72063
C -8.56592 3.22232 -1.26144
C -9.66079 2.22824 -1.65542
C -9.19293 0.97215 -2.38870
P -8.47230 1.14322 -4.05983
C -8.62528 -0.35391 -5.10570
C -8.00217 -0.22011 -6.52800
C -8.33663 -1.43763 -7.35429
C -9.80545 -1.88691 -7.38523
C -9.30168 2.39057 -5.01259
C -10.80648 2.12100 -5.23567
C -11.48808 3.16092 -6.09684
C -11.10936 3.11057 -7.59675
C -6.74333 1.52610 -4.05385
C -5.80945 0.45227 -3.54724
C -4.34328 0.81447 -3.98927
C -3.79343 2.08005 -3.32488
H -10.00165 4.88601 -1.34586
H -8.52964 5.36506 -0.66082
H -9.66376 4.28738 0.22387
H -7.92897 2.92256 -0.50221
H -8.03170 3.53242 -2.18035
H -10.38689 2.78868 -2.25030
H -10.14024 1.86726 -0.77173
H -10.00595 0.25313 -2.50656
H -8.33714 0.59950 -1.86377
H -9.71397 -0.59730 -5.17781
H -8.29487 -1.28107 -4.62303
H -6.96275 -0.03086 -6.43539
H -8.48005 0.63498 -7.06668
H -7.69789 -2.24061 -6.94193
H -7.98068 -1.36866 -8.36106
H -9.94473 -2.69530 -8.11372
H -10.45109 -1.02643 -7.69897
H -10.22447 -2.26928 -6.46487
H -8.74962 2.38500 -5.94772
H -9.08279 3.39593 -4.51347
H -11.24590 2.11172 -4.21478
H -10.83063 1.09704 -5.66493
H -11.24189 4.10314 -5.60916
H -12.54784 2.97984 -6.20485
H -11.71224 2.31853 -8.00504
H -10.06099 3.10056 -7.96545
H -11.55363 4.04657 -8.00156
H -6.70863 2.44686 -3.47371
H -6.41312 1.68829 -5.04410
H -5.96575 -0.52495 -3.99514
H -5.96066 0.34034 -2.45955
H -4.34154 0.94225 -5.08565
H -3.66529 -0.03202 -3.78681
H -2.70269 2.14415 -3.35545
H -4.22827 2.12416 -2.30124
H -4.12100 2.98117 -3.90768
C -4.86704 1.43241 1.73224
C -3.68686 0.51277 1.96606
C -4.19118 -0.68799 2.80159
C -3.10189 -1.77889 3.07878
P -2.21426 -1.78460 4.66761
C -1.42627 -0.17597 4.95074
C -2.35989 0.91303 5.49531
C -1.67530 2.25034 5.65615
C -2.72294 3.18608 6.30403
C -3.22693 -2.23175 6.05594
C -4.67632 -1.53333 6.16516
C -5.35320 -1.93610 7.49749
C -6.71492 -1.36211 7.78203
C -1.01116 -3.13394 4.57383
C -1.26374 -4.55096 3.98251
C 0.08069 -5.30098 3.88992
C -0.00751 -6.50315 2.96538
H -5.68585 0.79235 1.43753
H -4.54835 2.26729 1.07827
H -5.20960 1.92321 2.64258
H -2.91609 1.02401 2.53180
H -3.19983 0.20409 1.02588
H -4.93510 -1.21531 2.20537
H -4.73602 -0.41847 3.72657
H -2.36533 -1.79566 2.27397
H -3.52725 -2.77679 3.15793
H -1.04970 0.25545 4.04846
H -0.58217 -0.41188 5.62342
H -2.83839 0.65486 6.45059
H -3.17817 0.98001 4.77112
H -1.24977 2.59608 4.72701
H -0.83830 2.14587 6.40282
H -3.66550 3.17422 5.68584
H -2.33877 4.23209 6.31246
H -2.93247 2.91804 7.36724
H -2.65462 -1.82826 6.89605
H -3.32633 -3.29784 6.18257
H -5.33741 -1.82230 5.28824
H -4.54744 -0.43813 5.98228
H -4.64125 -1.67079 8.26006
H -5.53384 -3.07834 7.51139
H -6.99825 -1.31137 8.86171
H -7.48107 -1.91907 7.24743
H -6.78450 -0.30471 7.45425
H -0.61160 -3.35173 5.58781
H -0.16161 -2.68851 4.02085
H -1.66350 -4.36566 2.97132
H -2.08277 -5.05175 4.48725
H 0.32747 -5.68637 4.91714
H 0.89678 -4.55914 3.61418
H -0.02669 -6.28571 1.88460
H -0.92361 -7.07168 3.17484
H 0.82015 -7.20573 3.07097
C 6.16578 -11.51150 -8.09195
C 5.67186 -10.51650 -9.09496
C 6.31321 -9.11778 -8.77183
C 6.01279 -8.00162 -9.80826
P 5.99919 -6.24242 -9.24697
C 7.50472 -6.06788 -8.31337
C 8.87247 -6.26190 -8.96373
C 9.97922 -6.11260 -7.84048
C 11.37597 -6.54146 -8.27470
C 5.89119 -5.25169 -10.68132
C 6.13679 -3.72063 -10.43945
C 6.03690 -2.81414 -11.63580
C 6.12918 -1.35892 -11.15970
C 4.56384 -5.95223 -8.10871
C 4.66770 -4.76005 -7.09422
C 3.58011 -4.77989 -6.09789
C 3.82361 -3.91480 -4.85880
H 7.27389 -11.33735 -8.05068
H 5.96187 -12.56665 -8.31288
H 5.77996 -11.30414 -7.08655
H 4.61562 -10.40769 -8.98682
H 5.98016 -10.75469 -10.10162
H 7.42542 -9.27439 -8.78955
H 6.01257 -8.73529 -7.77297
H 5.05881 -8.18844 -10.28400
H 6.81860 -8.07417 -10.59427
H 7.49283 -6.81811 -7.47309
H 7.44565 -5.04688 -7.88498
H 9.01664 -5.55290 -9.77250
H 9.00706 -7.28740 -9.34354
H 9.85193 -6.94992 -7.15649
H 9.81586 -5.15599 -7.33414
H 11.36485 -7.46706 -8.84977
H 11.90822 -6.71175 -7.37029
H 11.98092 -5.80664 -8.79876
H 4.91914 -5.53848 -11.18246
H 6.65173 -5.65662 -11.34652
H 7.10211 -3.60360 -10.00038
H 5.51654 -3.32307 -9.54124
H 5.11171 -2.99605 -12.22886
H 6.90357 -3.06376 -12.28285
H 6.75712 -1.29858 -10.27197
H 5.21087 -0.93636 -10.74598
H 6.34386 -0.77776 -12.06559
H 4.56877 -6.90897 -7.57904
H 3.66301 -5.82946 -8.70898
H 4.69777 -3.84135 -7.59878
H 5.65788 -4.93555 -6.61273
H 3.53218 -5.81191 -5.69720
H 2.63791 -4.49947 -6.52305
H 4.16869 -2.92633 -5.17009
H 4.62761 -4.30563 -4.20515
H 2.92035 -3.81977 -4.17714
C 5.16262 5.71436 1.15536
C 4.56924 7.06116 1.41588
C 3.48312 7.10972 2.49236
C 2.97098 8.52109 2.82306
P 1.40824 8.38739 3.83792
C 0.64397 10.01329 4.13781
C 1.61180 10.99163 4.84464
C 1.62747 12.38864 4.32432
C 1.87748 12.40763 2.82403
C 0.26138 7.26626 3.03424
C -1.21281 7.21930 3.50777
C -1.79890 5.79240 3.59817
C -1.74229 5.06621 2.24172
C 1.94394 7.62445 5.43894
C 1.02464 7.71521 6.68559
C 1.82435 7.57225 8.00178
C 2.34112 6.16761 8.34874
H 5.51429 5.14052 2.00898
H 5.99920 5.72691 0.45423
H 4.36402 5.13161 0.78619
H 4.05469 7.46945 0.50722
H 5.29653 7.81972 1.67874
H 3.75912 6.59594 3.40344
H 2.62797 6.49644 2.19520
H 2.69942 9.07903 1.90152
H 3.70711 9.05389 3.47009
H -0.24762 9.87844 4.73399
H 0.31282 10.40763 3.16741
H 2.66430 10.60167 4.79158
H 1.43247 11.06492 5.92448
H 2.39988 13.00854 4.83537
H 0.70334 12.92213 4.49702
H 0.99859 12.02536 2.33848
H 2.77265 11.86188 2.48025
H 1.88047 13.43134 2.57217
H 0.77924 6.25740 3.08327
H 0.24341 7.35753 1.95513
H -1.80756 7.86071 2.84136
H -1.35328 7.70142 4.51946
H -2.84795 5.89586 3.93197
H -1.18042 5.27594 4.31694
H -2.39347 4.13552 2.26118
H -0.73225 4.64489 2.01052
H -2.04427 5.73561 1.46630
H 2.95567 8.02594 5.69030
H 2.20218 6.54850 5.25189
H 0.20844 6.98369 6.77425
H 0.58467 8.68851 6.68319
H 1.17513 7.99513 8.80929
H 2.68988 8.24229 7.89624
H 1.52241 5.44754 8.14131
H 2.76405 6.03176 9.31016
H 3.16900 5.93153 7.66677
Br 1.46856 -1.13747 2.69990
*
```

Summary:
* max |F|: 3.298 eV/A
* E: -8249.0424 hartree
* molar mass: 1702.7 g/mol
* Kohn-Sham gap: 7.4 eV
* lowest unoccupied orbital energy: -9.545 eV

2.
Density functional theory data (ωB97M-V/def2-TZVPD) for C4H10N2O2 as an isolated structure in a non-equilibrium geometry.

ORCA input file:
```
! wB97M-V def2-TZVPD RIJCOSX def2/J DEFGRID3
* xyz 0 1
C -1.58259 0.62393 -0.59606
C -1.53778 1.89189 0.19962
N -0.83322 -0.75474 0.44186
O -1.30570 -1.84551 0.40099
H -2.54373 0.11416 -0.62257
H -1.25025 0.73204 -1.62550
H -0.51753 2.25584 0.30498
H -2.11586 2.66456 -0.31694
H -1.96570 1.75646 1.19187
C 1.81566 -0.13289 0.88952
C 1.06923 -0.67956 -0.30676
N 1.50875 -1.92519 -0.74595
O 0.62929 0.13344 -1.19429
H 1.65193 -2.62601 -0.03306
H 1.01018 -2.27401 -1.55215
H 2.59347 0.55060 0.54964
H 2.25887 -0.91362 1.50754
H 1.11501 0.42861 1.50726
*
```

Summary:
* max |F|: 4.421 eV/A
* E: -418.2554 hartree
* molar mass: 118.1 g/mol
* Kohn-Sham gap (alpha / beta): 8.1 / 8.1 eV
* lowest unoccupied orbital energy (alpha / beta): -0.317 / -0.315 eV
* ΔE to the lowest compared entry with this formula, charge and spin: 5.593 eV

3.
Density functional theory data (ωB97M-V/def2-TZVPD) for a 2-piece molecular cluster, C3H6ClFO overall in a non-equilibrium geometry.

ORCA input file:
```
! wB97M-V def2-TZVPD RIJCOSX def2/J DEFGRID3
* xyz 0 3
C -1.88073 -0.31632 1.98700
C 2.15838 0.35913 -1.20792
C -1.75609 0.09137 0.73536
O 0.97630 -0.44100 -0.91650
F -1.09586 1.19321 0.42641
Cl -2.55759 -0.56043 -0.67389
H -2.55150 -1.02401 2.48467
H -1.39660 0.11724 2.82673
H 0.78673 -1.19127 -1.53931
H 2.26642 1.06349 -0.42025
H 1.98486 0.87270 -2.24248
H 3.06568 -0.16411 -1.45982
*
```

Summary:
* <S²>: 2.01
* max |F|: 10.355 eV/A
* E: -752.9712 hartree
* molar mass: 112.5 g/mol
* Kohn-Sham gap (alpha / beta): 6.2 / 8.0 eV
* lowest unoccupied orbital energy (alpha / beta): 0.783 / -2.158 eV
* ΔE to the lowest compared entry with this formula, charge and spin: 0.000 eV